{"formula": "C8H7NO", "method": "wB97M-V/def2-TZVPD", "symbols": ["H", "C", "C", "O", "N", "C", "H", "H", "C", "C", "C", "C", "H", "C", "H", "H", "H"], "xyz": [[-2.6099, 0.7433, 0.1534], [-2.1138, -0.1535, 0.4874], [2.1271, -0.5226, 0.0122], [-0.1424, 2.3038, -0.5346], [0.1077, 0.1791, 1.3365], [0.7492, 0.0242, 0.0507], [-1.8909, -1.5214, -1.4583], [0.4700, -1.0631, -1.8507], [-1.3395, -0.8438, -0.7501], [3.2976, -0.5784, -0.1504], [0.7834, 1.5744, -0.3322], [-0.0726, -0.7155, -1.0173], [-1.4848, 0.2821, 2.6577], [-1.1314, 0.0743, 1.5437], [-2.9729, -0.8364, 0.6802], [4.3195, -0.9484, -0.4491], [1.9037, 2.0020, -0.3791]], "lowdin_charge": [0.105, -0.130, -0.087, 0.083, 0.096, -0.437, 0.116, 0.102, -0.049, 0.114, -0.178, -0.054, 0.153, -0.171, 0.112, 0.069, 0.154], "lumo_ev": 0.68, "smiles": "C#C[C@@]1(C=O)C=CCC=N1", "relative_energy_kj_mol": 361.23, "e_tot_ev": -11942.4359, "e_homo_ev": -9.46}

{"formula": "CHF3NO2S", "method": "wB97M-V/def2-TZVPD", "symbols": ["O", "F", "F", "H", "N", "F", "C", "S", "O"], "xyz": [[1.0227, -0.7232, 1.4954], [-1.2482, 0.3511, -1.2305], [-1.5392, 0.6854, 0.9306], [1.0535, 1.8559, -0.0284], [1.7385, 1.3041, -0.5820], [-1.8427, -1.2997, 0.1471], [-1.0690, -0.1945, 0.0035], [0.8681, -0.4206, 0.0660], [1.0163, -1.5585, -0.8017]], "lowdin_charge": [-0.432, 0.048, 0.067, -0.138, -0.236, 0.090, -0.630, 0.633, -0.402], "lumo_ev": 4.13, "smiles": "N=[S@](=O)([O-])C(F)(F)F", "relative_energy_kj_mol": 278.93, "e_tot_ev": -25624.9009, "e_homo_ev": -4.14, "total_charge": -1}

{"formula": "C35H32ClFIN6O7S2Tc", "method": "wB97M-V/def2-TZVPD", "symbols": ["H", "H", "C", "O", "C", "Tc", "O", "H", "C", "C", "H", "C", "H", "C", "C", "C", "H", "F", "C", "N", "C", "H", "H", "H", "C", "C", "O", "C", "C", "H", "H", "H", "N", "H", "S", "H", "C", "H", "H", "H", "H", "O", "H", "C", "N", "H", "C", "C", "H", "O", "C", "S", "H", "H", "C", "H", "C", "N", "C", "H", "O", "H", "C", "H", "C", "C", "C", "C", "H", "H", "C", "O", "Cl", "C", "H", "H", "C", "C", "N", "H", "C", "C", "N", "I", "C", "C"], "xyz": [[8.9318, 0.5896, -4.3474], [8.2840, 4.4071, -2.7143], [-0.8548, 6.0168, -1.7183], [1.6575, -0.4792, -0.7288], [-2.6320, -3.1733, -2.8454], [0.4724, 0.5154, -0.0867], [-2.5407, 1.5575, -1.4644], [1.2549, 2.1694, 1.9363], [6.4850, 3.1523, -2.8905], [6.4564, -4.6911, -2.2621], [7.8531, 4.0315, -4.3863], [-1.1948, -3.0501, -0.9577], [0.0502, 6.6043, -1.6333], [5.8771, -3.4095, -2.7724], [-2.3338, -0.1830, 1.0715], [7.2932, -3.4468, -2.2729], [8.4855, 1.9172, -2.5174], [4.3922, 2.6709, -1.3708], [6.8707, 1.3648, -4.4140], [8.7711, 2.4396, -3.3565], [3.8047, -3.4968, -1.5057], [-2.1413, -1.7561, -4.3926], [-2.1051, -1.1366, 0.6182], [-0.7668, 2.5966, 1.7559], [-2.0859, 6.6080, -1.9717], [3.8941, 0.5058, -0.6414], [1.5065, 3.5085, -2.1159], [-2.2665, -3.6603, -1.6033], [3.3644, -1.8081, 0.1458], [8.7264, 1.9838, -5.4273], [6.3485, 3.3985, -1.8441], [3.1754, 0.9033, 0.0656], [-0.5133, -2.0402, -1.4706], [6.4741, -0.9545, -3.1144], [-0.6687, -3.6993, 0.6049], [-3.4686, -3.6084, -3.3776], [-1.6912, 2.4225, -1.3734], [7.5017, -2.9672, -1.3261], [-4.3653, -0.6746, 1.4723], [6.6836, -5.4769, -2.9679], [3.6271, -4.4522, -1.9822], [1.3582, -4.7076, -1.0551], [-2.1488, 7.6813, -2.0985], [-3.5943, 0.0783, 1.5599], [6.4675, 1.7062, -3.0629], [-2.7842, -4.4902, -1.1385], [5.5844, 0.8532, -2.3366], [4.6186, 1.3377, -1.4536], [2.6427, 1.2034, 1.4314], [3.3341, -1.6294, 1.3379], [-1.8953, -2.1451, -3.4140], [0.5155, 3.5937, -1.0754], [-0.2195, -0.8176, -3.0845], [6.3900, 2.0298, -5.1413], [-2.8171, 2.1992, 2.2222], [5.7048, 3.6612, -3.4640], [-3.8665, 1.3094, 2.1377], [-1.3277, 0.7040, 1.1083], [4.0441, -0.8613, -0.7716], [6.5910, 0.3479, -4.6625], [0.9658, 4.0130, 0.2269], [6.0895, -5.0384, -1.3062], [-3.1922, 4.4563, -1.8914], [5.7236, -3.3094, -3.8430], [-1.5726, 1.8760, 1.7107], [4.8969, -1.3869, -1.7410], [8.4059, 1.5315, -4.4917], [1.5643, 1.1934, 1.5718], [-4.0810, 3.8412, -1.9465], [-4.8500, 1.5721, 2.5014], [1.6969, -3.7770, -0.3750], [0.9047, -3.1726, 0.5380], [-3.0310, 3.7510, 2.9715], [-3.2436, 5.8353, -2.0452], [8.0891, -3.3783, -3.0028], [9.7622, 2.6647, -3.3295], [2.9665, -3.0452, -0.5560], [7.8764, 3.6430, -3.3707], [4.8856, -2.7720, -1.9548], [-4.1957, 6.3212, -2.2190], [-0.8383, -1.6159, -2.6892], [-1.9635, 3.8710, -1.6467], [-0.3870, 2.2175, -0.9832], [1.2544, -0.1362, 3.2808], [5.7255, -0.5271, -2.4601], [-0.8277, 4.6454, -1.5550]], "lowdin_charge": [0.132, 0.133, -0.038, -0.505, -0.070, 1.192, 0.059, -0.064, -0.120, -0.088, 0.130, -0.580, 0.118, -0.283, -0.125, -0.102, 0.183, 0.054, -0.125, 0.039, 0.035, 0.101, 0.078, 0.088, -0.074, 0.055, -0.314, -0.083, -0.360, 0.131, 0.129, 0.061, 0.053, 0.097, 1.062, 0.106, -0.519, 0.110, 0.109, 0.104, 0.151, 0.084, 0.102, -0.047, -0.117, 0.105, -0.135, -0.173, -0.059, 0.045, -0.059, 0.621, 0.109, 0.134, -0.637, 0.141, -0.089, -0.106, -0.078, 0.120, -0.313, 0.111, -0.001, 0.149, -0.189, -0.121, -0.075, -0.759, 0.121, 0.107, -0.524, -0.362, 0.673, -0.070, 0.096, 0.183, -0.029, -0.071, -0.006, 0.102, -0.119, -0.135, -0.236, 0.624, 0.040, -0.214], "lumo_ev": [-1.35, -1.35], "relative_energy_kj_mol": 94.02, "e_tot_ev": -107291.2979, "e_homo_ev": [-4.82, -4.81]}